# C40H55N7O9

A 10-piece molecular cluster, C40H55N7O9 overall in a non-equilibrium geometry (ωB97M-V with the def2-TZVPD basis set, the OMol25 dataset).

Values from the calculation:
Molecular weight (g mol⁻¹): 777.9
Structure (SMILES): O=C1OCCO1.O=C1OCCO1.O=C1OCCO1.c1ccncc1.c1ccncc1.c1ccncc1.CCCC#N.CCCC#N.CCCC#N.CCCC#N
Multiplicity: 1
Electronic energy (hartree): -2617.61742

Each line ends with the Löwdin charge.
Atoms and positions in Å:
O -2.97537 -3.08707 -3.38427  0.206
C -3.43835 -2.03945 -3.17154  -0.585
O -3.15464 -0.92140 -3.86887  0.047
C -3.98268 0.13766 -3.40464  -0.116
C -4.41874 -0.34627 -2.02390  -0.133
O -4.21366 -1.75043 -2.10857  0.053
H -3.44406 1.08181 -3.38219  0.116
H -4.86202 0.24967 -4.04582  0.131
H -5.47338 -0.12348 -1.86733  0.125
H -3.84685 0.06607 -1.19624  0.075
O -4.65906 -6.43580 -2.18862  0.166
C -4.01754 -5.75846 -1.46627  -0.609
O -2.68250 -5.83675 -1.34610  0.067
C -2.20473 -4.78244 -0.51126  -0.107
C -3.49154 -4.16493 0.07514  -0.109
O -4.53100 -4.82888 -0.65253  0.065
H -1.60066 -5.22799 0.28040  0.124
H -1.60824 -4.07836 -1.08941  0.113
H -3.52967 -3.08917 -0.07254  0.107
H -3.61167 -4.38995 1.13261  0.111
O 3.01052 3.10106 -1.86390  0.146
C 2.84597 4.26535 -1.68029  -0.554
O 3.81986 5.17960 -1.53027  0.064
C 3.30304 6.51230 -1.61691  -0.099
C 1.78290 6.30311 -1.58414  -0.103
O 1.62769 4.87882 -1.64626  0.039
H 3.68668 7.13451 -0.81179  0.129
H 3.64720 6.93544 -2.56512  0.131
H 1.25131 6.79142 -2.39718  0.129
H 1.36555 6.62337 -0.62536  0.129
C 7.38875 0.14406 0.53077  -0.080
C 6.48240 0.68089 -0.34540  -0.061
C 5.14417 0.79029 0.04840  -0.130
N 4.69953 0.16228 1.11734  0.058
C 5.57177 -0.41293 1.94485  -0.166
C 6.92819 -0.43345 1.70804  -0.079
H 8.41668 0.09571 0.19291  0.111
H 6.75933 1.13670 -1.28799  0.107
H 4.40364 1.35700 -0.50283  0.087
H 5.20297 -0.82457 2.87686  0.095
H 7.60839 -0.93891 2.37908  0.110
C 1.18761 1.10928 0.00519  -0.067
C 1.28397 -0.25383 -0.19383  -0.071
C 0.17352 -0.99707 -0.54376  -0.142
N -1.04170 -0.46385 -0.69754  0.074
C -1.14380 0.85248 -0.51577  -0.181
C -0.06561 1.66711 -0.18133  -0.062
H 2.04072 1.68318 0.33531  0.099
H 2.25627 -0.73570 -0.15472  0.085
H 0.24718 -2.06170 -0.72761  0.102
H -2.12755 1.28469 -0.66167  0.070
H -0.17338 2.73215 -0.01061  0.105
C -3.58066 0.21006 2.89097  -0.080
C -4.44327 -0.61415 3.56224  -0.078
C -4.14788 -1.96565 3.67915  -0.148
N -3.06337 -2.51362 3.15596  0.060
C -2.15496 -1.67994 2.62977  -0.144
C -2.35929 -0.30437 2.48825  -0.066
H -3.80333 1.26145 2.74533  0.095
H -5.36444 -0.24693 4.00038  0.098
H -4.87423 -2.63520 4.12140  0.107
H -1.25312 -2.13719 2.23894  0.096
H -1.56496 0.24246 2.00035  0.081
C -6.81001 2.57774 2.99345  -0.105
C -6.33077 3.88753 2.35906  -0.244
C -6.43167 3.79210 0.83636  -0.186
C -5.36441 3.01602 0.20488  -0.199
N -4.52114 2.41635 -0.28692  0.179
H -6.69772 2.65750 4.07831  0.079
H -6.18461 1.73912 2.68711  0.050
H -7.85580 2.35406 2.78840  0.079
H -5.29572 3.99529 2.68763  0.109
H -6.87561 4.75409 2.72163  0.108
H -6.42071 4.76547 0.33651  0.121
H -7.38831 3.33668 0.57131  0.122
C 0.99092 2.48265 -5.43396  -0.093
C 0.50938 1.84576 -4.13436  -0.270
C -0.60571 0.83931 -4.31897  -0.199
C -0.21062 -0.30152 -5.16102  -0.228
N 0.14823 -1.14082 -5.85378  0.153
H 1.59580 1.76942 -5.99170  0.076
H 1.65430 3.31324 -5.18079  0.065
H 0.17258 2.87166 -6.03620  0.076
H 0.20575 2.58716 -3.38626  0.101
H 1.34179 1.39660 -3.58423  0.108
H -1.49337 1.27348 -4.77878  0.114
H -0.87378 0.40201 -3.35404  0.089
C 3.99141 -3.40495 -1.20404  -0.092
C 4.47716 -3.30860 0.24261  -0.266
C 6.01632 -3.34165 0.39578  -0.177
C 6.51370 -4.57543 -0.21961  -0.236
N 6.90006 -5.53692 -0.69914  0.149
H 4.68411 -2.88646 -1.86855  0.082
H 3.00571 -2.97195 -1.37260  0.058
H 3.91386 -4.45893 -1.47625  0.078
H 3.96887 -4.00528 0.91344  0.108
H 4.13711 -2.33751 0.62157  0.067
H 6.25142 -3.23728 1.44426  0.106
H 6.31418 -2.51978 -0.25306  0.106
C 2.86458 -2.09009 4.09713  -0.103
C 1.87624 -1.15352 3.41931  -0.262
C 0.95706 -0.41753 4.40200  -0.188
C 1.68751 0.33081 5.40774  -0.237
N 2.29923 0.90106 6.18684  0.148
H 3.67824 -1.48843 4.50314  0.064
H 3.26706 -2.79473 3.36594  0.062
H 2.44497 -2.71061 4.88970  0.082
H 1.25158 -1.70908 2.71068  0.093
H 2.40432 -0.47690 2.74067  0.090
H 0.38443 -1.18427 4.93616  0.124
H 0.22420 0.15699 3.83738  0.099